(1)
A molecular structure, C24H17N2O6STeV, computed with the ωB97M-V functional and the def2-TZVPD basis.

ORCA input file:
```
! RIJCOSX wB97M-V def2-TZVPD def2/J DEFGRID3
* xyz -1 4
Te -1.469 -0.033 -1.696
V 0.806 0.964 -0.455
S 2.739 0.343 -1.887
O 0.261 -1.106 3.091
O 0.006 2.840 -1.234
O -1.289 4.592 -0.650
O -2.323 3.208 4.266
O 0.847 -0.623 0.974
O 2.331 1.921 0.580
N 3.587 1.683 0.271
N -0.471 1.620 1.006
C 4.523 2.187 1.110
C -4.219 -1.226 1.456
C -0.531 -4.013 -4.389
C -0.485 0.937 2.144
C -2.059 -2.293 -3.695
C -1.076 -1.744 -2.879
C -2.402 -1.074 -0.111
C 0.275 -0.393 2.088
C 6.265 1.311 -0.244
C 3.932 0.973 -0.845
C -1.789 -3.427 -4.445
C 5.309 0.801 -1.085
C -1.108 1.444 3.269
C 5.862 2.025 0.889
C -1.756 -2.124 0.533
C -3.633 -0.624 0.352
C -0.751 3.502 -0.454
C -3.580 -2.278 2.094
C -1.703 2.700 3.165
C 0.454 -3.463 -3.583
C -0.994 2.829 0.898
C -1.642 3.415 1.972
C -2.351 -2.725 1.632
C 0.185 -2.330 -2.827
H 7.316 1.158 -0.455
H -2.560 -3.852 -5.076
H -4.030 -2.737 2.966
H 0.953 -1.897 -2.196
H 4.095 2.716 1.948
H -2.064 4.406 1.860
H -0.770 -2.433 0.213
H -5.173 -0.865 1.821
H 1.437 -3.915 -3.539
H 6.571 2.443 1.587
H -1.116 0.883 4.192
H -1.829 -3.517 2.151
H -0.321 -4.898 -4.977
H -2.670 4.078 4.049
H 5.578 0.242 -1.969
H -3.039 -1.833 -3.741
H -4.129 0.202 -0.143
*
```

Results
**Maximum force**: 0.44 eV/A
**Highest occupied orbital energy (alpha / beta)**: -3.6 / -5.2 eV

***

(2)
2 unconnected molecules or ions with the total composition C7H14O at a distorted geometry, computed with the ωB97M-V functional and the def2-TZVPD basis.

ORCA input file:
```
! RIJCOSX wB97M-V def2-TZVPD def2/J DEFGRID3
* xyz 0 1
O -3.413 0.497 -0.283
C 1.122 -0.558 1.135
C -1.284 -1.928 -0.141
C 2.050 0.505 1.711
C 0.565 2.024 -1.487
C -0.589 -0.720 -0.683
C 0.459 -0.082 -0.151
C 1.123 0.902 -1.044
H 1.667 -1.467 0.883
H 2.139 0.612 -1.302
H 0.310 -0.796 1.816
H -0.914 -0.415 -1.669
H -2.962 1.314 -0.342
H -0.964 -2.085 0.896
H 2.934 0.631 1.101
H -3.312 -0.098 -1.020
H 0.918 2.557 -2.355
H -0.412 2.272 -1.083
H 1.476 1.399 1.965
H 2.354 0.246 2.735
H -2.367 -1.926 -0.169
H -0.899 -2.885 -0.513
*
```

Results
**Energy relative to the best compared isomer or geometry (same formula, charge and spin)**: 190.4 kJ/mol
**Maximum force**: 2.33 eV/A
**Highest occupied orbital energy**: -8.8 eV

***

(3)
2 unconnected molecules or ions with the total composition C2H2ClF2I at a distorted geometry, computed with the ωB97M-V functional and the def2-TZVPD basis.

ORCA input file:
```
! RIJCOSX wB97M-V def2-TZVPD def2/J DEFGRID3
* xyz 0 1
I -2.410 -1.347 0.244
Cl -0.022 1.742 -1.132
F 2.674 0.981 -0.999
F 0.905 -0.657 -1.096
C -0.480 -0.286 0.772
C 0.158 0.186 -0.393
H -0.849 0.430 1.403
H 0.023 -1.050 1.201
*
```

Results
**Energy relative to the best compared isomer or geometry (same formula, charge and spin)**: 460.0 kJ/mol
**Maximum force**: 5.45 eV/A
**Highest occupied orbital energy (alpha / beta)**: -8.6 / -8.6 eV

***

(4)
A molecular structure, C40H37FGeN5O3Rh, computed with the ωB97M-V functional and the def2-TZVPD basis.

ORCA input file:
```
! RIJCOSX wB97M-V def2-TZVPD def2/J DEFGRID3
* xyz 3 2
Rh -1.278 0.652 -1.820
Ge 0.969 1.515 -3.626
F -2.794 -0.297 4.714
O 0.697 0.288 -2.112
O -1.126 0.433 0.169
O 2.807 0.137 -1.473
N -0.715 -1.493 6.221
N -1.038 -2.063 8.989
N -8.365 2.457 -0.828
N -3.240 1.130 -1.570
N 2.047 -1.117 2.264
C 1.647 0.057 -1.184
C -3.487 0.682 -5.119
C -3.027 1.985 -4.933
C 3.167 -1.715 2.987
C 0.284 -1.587 8.449
C 2.587 1.219 -4.575
C -0.097 -0.056 0.754
C -1.834 -2.793 7.938
C -0.912 1.122 -4.094
C -1.481 -0.210 2.799
C 2.180 -0.810 0.986
C 4.548 -1.196 2.746
C -2.020 -1.887 6.735
C -5.889 1.819 -1.195
C -4.213 0.238 -1.798
C 5.114 0.952 -5.712
C 4.918 1.858 -4.707
C 0.982 3.168 -2.597
C 4.267 -0.780 -7.248
C 0.051 -0.742 7.209
C -0.249 -0.400 2.157
C 1.950 -1.402 -7.173
C 0.818 -0.927 2.898
C -1.621 -0.541 4.114
C -0.575 -1.108 4.871
C 0.640 -1.291 4.236
C -4.878 2.746 -0.956
C -1.409 -0.196 -4.279
C 1.176 -0.282 0.185
C 2.764 0.279 -5.634
C 3.859 -0.909 4.046
C 3.241 -1.542 -7.723
C -1.759 2.203 -4.428
C -5.547 0.539 -1.621
C 4.057 0.148 -6.199
C -2.689 -0.398 -4.789
C 3.642 1.989 -4.133
C 1.720 -0.516 -6.159
C -3.569 2.361 -1.150
C -7.265 2.177 -0.995
H 0.860 -2.481 8.216
H -3.904 -0.744 -2.131
H 5.261 -0.871 -7.669
H 3.510 2.705 -3.331
H 1.702 3.086 -1.783
H 4.187 -1.427 4.935
H 5.732 2.475 -4.354
H -1.405 3.222 -4.317
H 0.715 -0.406 -5.773
H 1.269 4.028 -3.203
H 1.022 -0.466 6.803
H -2.788 -3.075 8.379
H -1.267 -3.687 7.684
H 5.345 -1.924 2.725
H 6.094 0.841 -6.161
H 1.134 -1.994 -7.567
H -0.887 -2.669 9.798
H -0.761 -1.050 -4.111
H -5.108 3.748 -0.624
H 4.679 -0.363 2.069
H 3.154 -0.983 0.547
H -6.305 -0.206 -1.812
H -3.039 -1.408 -4.962
H -2.638 -1.024 7.019
H -4.469 0.519 -5.544
H 0.783 -1.022 9.234
H 3.515 0.106 4.199
H -2.753 3.048 -0.969
H -3.654 2.823 -5.206
H 1.451 -1.747 4.784
H -1.579 -1.262 9.328
H -0.463 0.191 7.485
H 3.034 -2.779 3.139
H -2.569 -2.445 5.980
H -2.315 0.219 2.263
H -0.006 3.373 -2.177
H 3.411 -2.245 -8.527
*
```

Results
**Energy relative to the best compared isomer or geometry (same formula, charge and spin)**: 0.0 kJ/mol
**Maximum force**: 0.41 eV/A
**Highest occupied orbital energy (alpha / beta)**: -13.9 / -13.9 eV

***

Number 1: total energy -3096.119581 Ha. Number 2: total energy -350.286946 Ha. Number 3: total energy -1034.839527 Ha. Number 4: total energy -4332.453089 Ha.